[1]
Molecular formula: C15H33N2NaO3
Method: DFT, ωB97M-V/def2-TZVPD

- frontier orbital gap (hartree) = 0.178
- max |F| (eV/A) = 1.6
- E_LUMO (eV) = -0.11
- HOMO energy (eV) = -4.969
- spin multiplicity = 1
- E_tot (a.u.) = -1088.764679

Cartesian coordinates (Å):
1 Na -1.052 0.295 -0.887
2 C 1.868 1.333 -0.655
3 C 2.493 0.002 -1.166
4 C 3.962 -0.121 -0.651
5 C 4.016 -0.453 0.825
6 C 3.266 -1.758 1.038
7 C 1.806 -1.737 0.532
8 N 1.796 -1.238 -0.840
9 O 0.576 -1.441 -1.515
10 C 0.921 -0.945 1.503
11 C 1.388 -3.205 0.518
12 C 2.642 0.120 -2.679
13 H 1.663 2.043 -1.461
14 H 2.543 1.904 -0.010
15 H 0.966 1.066 -0.122
16 H 4.374 0.878 -0.835
17 H 4.505 -0.816 -1.289
18 H 3.507 0.347 1.370
19 H 5.029 -0.584 1.210
20 H 3.219 -2.056 2.095
21 H 3.796 -2.612 0.608
22 H -0.003 -0.645 1.009
23 H 1.442 -0.079 1.920
24 H 0.712 -1.590 2.361
25 H 1.438 -3.601 1.539
26 H 2.064 -3.832 -0.066
27 H 0.398 -3.418 0.111
28 H 3.101 -0.723 -3.195
29 H 3.230 1.025 -2.895
30 H 1.736 0.348 -3.254
31 C -2.737 -2.474 0.400
32 O -2.810 -1.288 -0.355
33 C -4.121 -0.832 -0.608
34 C -4.086 0.419 -1.470
35 N -3.234 1.475 -0.866
36 C -3.608 2.016 0.452
37 C -2.535 2.964 0.888
38 O -1.320 2.253 1.086
39 C -0.264 3.123 1.439
40 H -3.294 -3.307 -0.030
41 H -3.026 -2.287 1.441
42 H -1.684 -2.746 0.479
43 H -4.674 -0.552 0.295
44 H -4.688 -1.609 -1.125
45 H -5.080 0.847 -1.644
46 H -3.624 0.265 -2.448
47 H -3.333 2.314 -1.436
48 H -3.647 1.207 1.184
49 H -4.552 2.578 0.456
50 H -2.832 3.399 1.851
51 H -2.379 3.813 0.213
52 H 0.559 2.473 1.742
53 H -0.489 3.703 2.339
54 H 0.058 3.739 0.600

[2]
Molecular formula: C15H34BN6O5Sm
Method: DFT, ωB97M-V/def2-TZVPD

- frontier orbital gap (alpha / beta) (hartree) = 0.305 / 0.346
- net charge = +2
- max |F| (eV/A) = 1.4
- E_LUMO (alpha / beta) (eV) = -5.96 / -4.85
- expectation value of S² = 8.757
- HOMO energy (alpha / beta) (eV) = -14.250 / -14.259
- spin multiplicity = 6
- E_tot (a.u.) = -1979.092517

Cartesian coordinates (Å):
1 Sm 0.051 0.148 -0.621
2 C -1.610 -1.851 -2.993
3 C -2.207 -0.478 -3.143
4 O -2.160 0.200 -1.870
5 C -3.429 0.444 -1.248
6 C -3.164 1.239 0.006
7 O -2.120 0.659 0.794
8 C -2.502 -0.303 1.780
9 C -2.326 -1.709 1.271
10 O -0.977 -1.808 0.804
11 C -0.537 -3.146 0.555
12 C 0.969 -3.107 0.485
13 O 1.423 -2.078 -0.397
14 C 1.800 -2.512 -1.719
15 C 0.576 -2.774 -2.569
16 O -0.344 -1.692 -2.348
17 H -1.480 -2.301 -3.979
18 H -2.245 -2.506 -2.390
19 H -3.235 -0.545 -3.497
20 H -1.628 0.116 -3.848
21 H -3.923 -0.507 -1.042
22 H -4.063 1.031 -1.914
23 H -4.081 1.328 0.590
24 H -2.817 2.237 -0.253
25 H -3.529 -0.135 2.107
26 H -1.836 -0.145 2.628
27 H -3.016 -1.945 0.457
28 H -2.495 -2.418 2.084
29 H -0.991 -3.516 -0.367
30 H -0.839 -3.798 1.377
31 H 1.357 -4.076 0.171
32 H 1.377 -2.881 1.470
33 H 2.423 -3.404 -1.667
34 H 2.394 -1.708 -2.139
35 H 0.085 -3.715 -2.308
36 H 0.864 -2.808 -3.621
37 C 1.864 0.465 4.154
38 N 1.555 1.735 3.504
39 C 1.292 2.859 4.413
40 C 1.213 1.724 2.202
41 N 1.016 0.638 1.503
42 N 1.148 2.972 1.608
43 C 0.657 3.348 0.370
44 N 1.033 4.589 0.009
45 N -0.131 2.594 -0.334
46 H 2.377 0.672 5.088
47 H 2.539 -0.126 3.535
48 H 0.963 -0.112 4.381
49 H 2.018 2.826 5.220
50 H 0.290 2.790 4.839
51 H 1.390 3.829 3.936
52 H 1.083 -0.180 2.098
53 H 1.651 3.692 2.098
54 H 1.739 5.106 0.504
55 H 0.768 4.949 -0.892
56 H -0.386 3.079 -1.189
57 B 3.820 0.443 -3.557
58 C 2.520 0.673 -2.767
59 N 1.522 0.768 -2.171
60 H 3.648 0.956 -4.638
61 H 4.725 0.940 -2.930
62 H 3.923 -0.769 -3.636

[3]
Molecular formula: C15H34FO19P2S
Method: DFT, ωB97M-V/def2-TZVPD

- frontier orbital gap (hartree) = 0.276
- net charge = -1
- max |F| (eV/A) = 0.7
- E_LUMO (eV) = 1.96
- HOMO energy (eV) = -5.551
- spin multiplicity = 1
- E_tot (a.u.) = -3202.438091

Cartesian coordinates (Å):
1 O -3.184 -5.208 -1.471
2 P -2.991 -4.057 -2.386
3 O -3.848 -2.785 -1.857
4 O -3.643 -4.389 -3.827
5 C -1.360 -3.452 -2.649
6 P -0.315 -3.474 -1.016
7 O 0.068 -1.767 -1.314
8 C 1.430 -1.564 -1.202
9 C 2.108 -2.853 -1.795
10 S 3.407 -3.637 -0.706
11 O 2.901 -4.599 0.209
12 O 4.564 -3.934 -1.499
13 F 3.874 -2.383 0.186
14 O 1.164 -3.767 -2.061
15 H -3.744 -2.836 -0.891
16 H -4.134 -5.214 -3.689
17 H -0.892 -4.082 -3.409
18 H -1.418 -2.437 -3.039
19 H -1.473 -3.145 -0.220
20 H -0.487 -4.872 -0.884
21 H 0.532 -3.392 0.146
22 H 1.708 -0.721 -1.841
23 H 1.765 -1.333 -0.185
24 H 2.719 -2.605 -2.667
25 C 6.337 -0.169 0.166
26 O 6.323 0.857 1.175
27 C 5.600 1.923 0.863
28 O 5.009 2.117 -0.165
29 O 5.643 2.771 1.901
30 C 4.901 3.977 1.700
31 H 6.966 -0.959 0.562
32 H 5.334 -0.545 -0.007
33 H 6.757 0.220 -0.759
34 H 3.847 3.756 1.540
35 H 5.290 4.530 0.847
36 H 5.028 4.555 2.611
37 C 11.353 6.003 0.601
38 O 10.450 5.907 1.704
39 C 10.040 4.661 1.965
40 O 10.377 3.676 1.363
41 O 9.206 4.704 2.999
42 C 8.665 3.430 3.378
43 H 11.594 7.058 0.511
44 H 12.256 5.426 0.793
45 H 10.883 5.645 -0.313
46 H 9.462 2.750 3.674
47 H 8.090 2.996 2.565
48 H 8.013 3.630 4.223
49 C -10.055 -0.603 -1.621
50 O -9.041 -1.350 -0.948
51 C -8.468 -2.301 -1.699
52 O -8.761 -2.552 -2.839
53 O -7.542 -2.899 -0.965
54 C -6.794 -3.919 -1.651
55 H -10.416 0.121 -0.896
56 H -9.644 -0.092 -2.489
57 H -10.869 -1.255 -1.935
58 H -6.253 -3.492 -2.489
59 H -7.461 -4.712 -1.986
60 H -6.086 -4.313 -0.929
61 C -6.816 0.491 0.545
62 O -6.969 0.928 1.905
63 C -7.080 2.240 2.054
64 O -7.082 3.064 1.175
65 O -7.190 2.508 3.360
66 C -7.305 3.898 3.663
67 H -6.758 -0.591 0.583
68 H -7.676 0.793 -0.047
69 H -5.905 0.904 0.116
70 H -8.193 4.322 3.197
71 H -6.425 4.440 3.321
72 H -7.384 3.957 4.745

[4]
Molecular formula: C15H34NNdO2P2
Method: DFT, ωB97M-V/def2-TZVPD

- frontier orbital gap (alpha / beta) (hartree) = 0.240 / 0.242
- max |F| (eV/A) = 4.1
- E_LUMO (alpha / beta) (eV) = 0.16 / 0.16
- expectation value of S² = 3.757
- HOMO energy (alpha / beta) (eV) = -6.381 / -6.419
- spin multiplicity = 4
- E_tot (a.u.) = -2041.179628

Cartesian coordinates (Å):
1 C -0.083 2.696 -3.307
2 C -0.231 2.150 -2.035
3 N 0.024 0.832 -1.790
4 C 0.733 0.172 -2.738
5 C 1.018 0.694 -3.994
6 C 0.553 1.960 -4.297
7 C -0.887 2.976 -0.950
8 P -0.283 2.742 0.776
9 Nd -0.812 -0.103 0.434
10 P 0.476 -2.194 -1.146
11 C 1.347 -1.191 -2.422
12 O -3.668 2.400 -0.817
13 O -2.772 0.522 0.515
14 H -0.442 3.720 -3.439
15 H 1.554 0.078 -4.715
16 H 0.728 2.404 -5.253
17 C 1.156 3.828 0.849
18 C -1.499 3.594 1.768
19 H 1.440 -1.807 -3.322
20 H 2.359 -1.084 -2.003
21 H -2.109 2.752 -0.911
22 H -0.805 4.041 -1.165
23 C 1.853 -3.380 -0.773
24 C -0.551 -3.314 -2.253
25 H -2.695 -1.313 -0.110
26 H -3.477 0.408 1.146
27 H -3.320 1.493 -0.371
28 H -3.800 2.148 -1.728
29 H 1.377 -0.542 0.550
30 H -2.481 -1.986 -0.321
31 H 0.839 4.871 0.781
32 H 1.681 3.667 1.795
33 H 1.850 3.611 0.033
34 H -1.501 4.644 1.535
35 H -2.503 3.230 1.635
36 H -1.250 3.474 2.811
37 H 0.121 -3.931 -2.895
38 H -1.178 -3.950 -1.593
39 H -1.198 -2.660 -2.874
40 H 2.029 -4.059 -1.631
41 H 2.755 -2.771 -0.585
42 H 1.592 -3.959 0.131
43 C 1.507 -0.261 3.661
44 C 0.762 -1.508 3.193
45 C 0.736 -2.564 4.299
46 C -0.610 -1.181 2.637
47 H 1.016 0.177 4.526
48 H 1.579 0.525 2.901
49 H 2.528 -0.491 3.983
50 H 1.364 -1.921 2.380
51 H 0.190 -2.173 5.156
52 H 0.232 -3.475 3.954
53 H 1.754 -2.821 4.631
54 H -1.196 -2.090 2.472
55 H -1.158 -0.539 3.327